Computed, not measured: a cluster of 7 separate species, C55H73F25INO17P in total in a non-equilibrium geometry, with the ωB97M-V functional and the def2-TZVPD basis.

Total charge: +1
F_max: 0.1916 Eh/bohr
Frontier orbital gap: 5.34 eV

Bonds (Å) are listed after each position.
CARTESIAN COORDINATES (ANGSTROEM)
1 C -1.2049 -3.7771 6.3997  C2 1.639, H47 1.194, H48 1.170, H49 1.192
2 C -0.1032 -4.0092 5.2081  C1 1.639, C3 1.672, H50 1.194, H51 1.194
3 C -0.5126 -3.2587 3.7706  C2 1.672, C4 1.671, H52 1.191, H53 1.169
4 C 0.8188 -2.3189 3.3995  C3 1.671, O5 1.461, H54 1.182, H55 1.195
5 O 0.6442 -1.4836 2.2135  C4 1.461, C6 1.462
6 C -0.2605 -0.3512 2.4019  O5 1.462, P7 1.908, C11 1.675, N32 1.544
7 P -0.3139 0.6302 4.0372  C6 1.908, C8 1.909, C9 1.949
8 C -1.0238 -0.3771 5.4958  P7 1.909, H56 1.186, H57 1.192, H58 1.176
9 C 1.5213 1.0011 4.5787  P7 1.949, C10 1.660, H59 1.188, H60 1.191
10 C 1.9121 2.5885 4.2894  C9 1.660, H61 1.170, H62 1.175, H63 1.194
11 C 0.4622 0.7784 1.3974  C6 1.675, O12 1.480, C20 1.645, H64 1.170
12 O 1.0065 0.1479 0.1742  C11 1.480, C13 1.480
13 C 2.4859 0.1975 0.1807  O12 1.480, C14 1.642, H65 1.176, H66 1.194
14 C 3.0660 -0.9627 -0.8255  C13 1.642, C15 1.663, C16 1.639, H67 1.187
15 C 2.8678 -2.4511 -0.1099  C14 1.663, H68 1.191, H69 1.175, H70 1.194
16 C 4.5839 -0.6940 -1.3836  C14 1.639, C17 1.639, H71 1.184, H72 1.171
17 C 5.4232 0.4681 -0.5885  C16 1.639, C18 1.646, C19 1.673, H73 1.170
18 C 5.2636 1.8975 -1.3885  C17 1.646, H74 1.194, H75 1.191, H76 1.171
19 C 7.0358 0.0499 -0.7372  C17 1.673, H77 1.175, H78 1.183, H79 1.172
20 C -0.7823 1.7876 1.0266  C11 1.645, F21 1.480, I22 2.232, C23 1.639
21 F -1.0395 2.9715 1.8771  C20 1.480
22 I 0.0282 2.7606 -0.8116  C20 2.232
23 C -1.9251 0.6275 0.8417  C20 1.639, C24 1.638, N32 1.401
24 C -3.2142 0.8139 -0.1517  C23 1.638, C25 1.639, H80 1.170, H81 1.194
25 C -3.6191 2.3644 -0.4941  C24 1.639, C26 1.673, C31 1.642
26 C -3.8529 2.7741 -2.0991  C25 1.673, C27 1.673, H82 1.190
27 C -4.3170 4.3342 -2.4838  C26 1.673, C28 1.658, H83 1.183
28 C -4.5156 5.5306 -1.3526  C27 1.658, C29 1.640, C30 1.660
29 C -4.9225 7.0860 -1.6746  C28 1.640, H84 1.193, H85 1.170, H86 1.191
30 C -4.2776 5.1238 0.2391  C28 1.660, C31 1.640, H87 1.193
31 C -3.8681 3.5747 0.5873  C25 1.642, C30 1.640, H88 1.188
32 N -1.5782 -0.4925 1.6091  C6 1.544, C23 1.401, C33 1.531
33 C -2.5129 -1.7008 1.5120  N32 1.531, O34 1.363, C35 1.637
34 O -2.0132 -2.7464 0.7952  C33 1.363
35 C -4.0243 -1.7935 2.1351  C33 1.637, F36 1.511, F37 1.511, C38 1.638
36 F -4.3672 -0.4612 2.7605  C35 1.511
37 F -4.9415 -2.0440 0.9606  C35 1.511
38 C -4.2826 -3.0302 3.1771  C35 1.638, F39 1.480, F40 1.511, C41 1.670
39 F -3.4235 -4.2187 2.9770  C38 1.480
40 F -4.0691 -2.4644 4.5617  C38 1.511
41 C -5.8522 -3.6014 3.1610  C38 1.670, F42 1.481, F43 1.511, C44 1.655
42 F -6.8695 -2.5260 3.1272  C41 1.481
43 F -6.0181 -4.2834 4.4988  C41 1.511
44 C -6.0868 -4.7945 2.0379  C41 1.655, O45 1.356, O46 1.479
45 O -6.8047 -4.5132 0.9225  C44 1.356
46 O -5.5301 -6.1621 2.1240  C44 1.479, H89 1.004
47 H -0.6222 -3.4699 7.3950  C1 1.194
48 H -1.9965 -2.9407 6.1941  C1 1.170
49 H -1.7981 -4.7745 6.6703  C1 1.192
50 H 0.9149 -3.5259 5.6019  C2 1.194
51 H 0.1644 -5.1610 5.0423  C2 1.194
52 H -0.6449 -4.1547 2.9967  C3 1.191
53 H -1.4880 -2.6334 3.9293  C3 1.169
54 H 1.2528 -1.7643 4.3485  C4 1.182
55 H 1.6572 -3.1218 3.1151  C4 1.195
56 H -0.1616 -1.1010 5.8682  C8 1.186
57 H -1.2637 0.3213 6.4312  C8 1.192
58 H -2.0162 -0.9539 5.2414  C8 1.176
59 H 2.3003 0.3070 4.0098  C9 1.188
60 H 1.6334 0.8020 5.7473  C9 1.191
61 H 0.9864 3.2034 3.9226  C10 1.170
62 H 2.3286 3.0356 5.2930  C10 1.175
63 H 2.8026 2.6253 3.4953  C10 1.194
64 H 1.3644 1.3910 1.8207  C11 1.170
65 H 2.7845 1.2928 -0.1262  C13 1.176
66 H 2.8768 -0.0893 1.2718  C13 1.194
67 H 2.3519 -0.9709 -1.7742  C14 1.187
68 H 1.6988 -2.6592 -0.0178  C15 1.191
69 H 3.3962 -2.4864 0.9396  C15 1.175
70 H 3.3265 -3.2354 -0.8838  C15 1.194
71 H 5.1824 -1.7054 -1.2426  C16 1.184
72 H 4.6283 -0.4347 -2.5247  C16 1.171
73 H 5.2267 0.5291 0.5636  C17 1.170
74 H 4.7684 1.7565 -2.4653  C18 1.194
75 H 6.3578 2.3309 -1.5698  C18 1.191
76 H 4.6796 2.7230 -0.7975  C18 1.171
77 H 7.2922 0.0990 -1.8827  C19 1.175
78 H 7.0960 -1.0711 -0.3654  C19 1.183
79 H 7.7356 0.6947 -0.0527  C19 1.172
80 H -4.1641 0.2999 0.2975  C24 1.170
81 H -2.9376 0.2456 -1.1643  C24 1.194
82 H -3.7221 1.9530 -2.9503  C26 1.190
83 H -4.5019 4.5515 -3.6318  C27 1.183
84 H -5.0336 7.6429 -0.6254  C29 1.193
85 H -5.9354 7.2305 -2.2427  C29 1.170
86 H -4.0021 7.6279 -2.2023  C29 1.191
87 H -4.4107 5.9221 1.1157  C30 1.193
88 H -3.7089 3.2997 1.7319  C31 1.188
89 H -5.8536 -6.7254 1.3579  O46 1.004
90 C -7.7772 1.3864 -7.5082  C91 1.518, H99 1.095, H100 1.093, H101 1.094
91 C -6.2964 1.6816 -7.6619  C90 1.518, O92 1.436, H102 1.095, H103 1.096
92 O -6.0299 3.0750 -7.4402  C91 1.436, C93 1.372
93 C -5.9736 3.4776 -6.1294  O92 1.372, O94 1.228, C95 1.526
94 O -6.1403 2.7220 -5.1754  C93 1.228
95 C -5.6410 4.9638 -6.0366  C93 1.526, F96 1.365, F97 1.364, F98 1.364
96 F -6.3857 5.7256 -6.8893  C95 1.365
97 F -4.3359 5.2188 -6.3417  C95 1.364
98 F -5.8476 5.4805 -4.7916  C95 1.364
99 H -8.3681 2.0334 -8.1646  C90 1.095
100 H -7.9910 0.3421 -7.7517  C90 1.093
101 H -8.1159 1.5782 -6.4856  C90 1.094
102 H -5.9844 1.4584 -8.6874  C91 1.095
103 H -5.6864 1.0589 -6.9968  C91 1.096
104 C 4.9821 6.7159 -6.1124  C105 1.518, H113 1.095, H114 1.093, H115 1.094
105 C 5.8942 5.5065 -6.2082  C104 1.518, O106 1.436, H116 1.095, H117 1.096
106 O 6.8063 5.4683 -5.0999  C105 1.436, C107 1.372
107 C 6.2993 4.9915 -3.9171  O106 1.372, O108 1.228, C109 1.526
108 O 5.1388 4.6147 -3.7744  C107 1.228
109 C 7.3802 4.9631 -2.8406  C107 1.526, F110 1.365, F111 1.364, F112 1.364
110 F 8.1012 6.1203 -2.7861  C109 1.365
111 F 8.2842 3.9621 -3.0458  C109 1.364
112 F 6.8798 4.7714 -1.5866  C109 1.364
113 H 5.5706 7.6349 -6.0249  C104 1.095
114 H 4.3399 6.7872 -6.9944  C104 1.093
115 H 4.3442 6.6622 -5.2249  C104 1.094
116 H 6.5017 5.5788 -7.1163  C105 1.095
117 H 5.3247 4.5720 -6.2750  C105 1.096
118 C -1.9335 0.2021 12.1760  C119 1.518, H127 1.095, H128 1.093, H129 1.094
119 C -1.1269 -1.0507 11.8870  C118 1.518, O120 1.436, H130 1.095, H131 1.096
120 O -0.6363 -1.0399 10.5377  C119 1.436, C121 1.372
121 C 0.4765 -0.2708 10.3062  O120 1.372, O122 1.228, C123 1.526
122 O 1.0445 0.3868 11.1744  C121 1.228
123 C 0.9156 -0.3842 8.8494  C121 1.526, F124 1.365, F125 1.364, F126 1.364
124 F -0.1227 -0.2544 7.9735  C123 1.365
125 F 1.4920 -1.5906 8.5784  C123 1.364
126 F 1.8303 0.5622 8.4923  C123 1.364
127 H -2.7367 0.3198 11.4413  C118 1.095
128 H -2.3707 0.1587 13.1772  C118 1.093
129 H -1.3101 1.0990 12.1106  C118 1.094
130 H -1.7722 -1.9301 11.9827  C119 1.095
131 H -0.3027 -1.1769 12.5990  C119 1.096
132 C 0.1665 -6.5261 -0.7378  C133 1.518, H141 1.095, H142 1.093, H143 1.094
133 C 0.9731 -7.7790 -1.0267  C132 1.518, O134 1.436, H144 1.095, H145 1.096
134 O 1.4637 -7.7682 -2.3760  C133 1.436, C135 1.372
135 C 2.5765 -6.9990 -2.6076  O134 1.372, O136 1.228, C137 1.526
136 O 3.1445 -6.3414 -1.7393  C135 1.228
137 C 3.0156 -7.1124 -4.0644  C135 1.526, F138 1.365, F139 1.364, F140 1.364
138 F 1.9773 -6.9827 -4.9402  C137 1.365
139 F 3.5920 -8.3189 -4.3354  C137 1.364
140 F 3.9303 -6.1661 -4.4215  C137 1.364
141 H -0.6367 -6.4084 -1.4724  C132 1.095
142 H -0.2707 -6.5695 0.2635  C132 1.093
143 H 0.7899 -5.6292 -0.8032  C132 1.094
144 H 0.3278 -8.6584 -0.9310  C133 1.095
145 H 1.7973 -7.9051 -0.3147  C133 1.096
146 C 10.1564 1.2415 -3.6500  C147 1.518, H155 1.095, H156 1.093, H157 1.094
147 C 10.2841 -0.1885 -3.1574  C146 1.518, O148 1.436, H158 1.095, H159 1.096
148 O 10.4402 -1.0943 -4.2604  C147 1.436, C149 1.372
149 C 11.6974 -1.1705 -4.8056  O148 1.372, O150 1.228, C151 1.526
150 O 12.6562 -0.5156 -4.4046  C149 1.228
151 C 11.7337 -2.1971 -5.9337  C149 1.526, F152 1.365, F153 1.364, F154 1.364
152 F 10.6875 -2.0666 -6.8000  C151 1.365
153 F 11.6811 -3.4776 -5.4657  C151 1.364
154 F 12.8638 -2.1166 -6.6927  C151 1.364
155 H 9.3425 1.3260 -4.3773  C146 1.095
156 H 9.9611 1.9220 -2.8167  C146 1.093
157 H 11.0693 1.5696 -4.1563  C146 1.094
158 H 9.3655 -0.4783 -2.6368  C147 1.095
159 H 11.1083 -0.3004 -2.4431  C147 1.096
160 C -7.5940 -0.5447 -1.0740  C161 1.518, H169 1.095, H170 1.093, H171 1.094
161 C -8.7885 -1.0497 -1.8626  C160 1.518, O162 1.436, H172 1.095, H173 1.096
162 O -9.5779 0.0470 -2.3480  C161 1.436, C163 1.372
163 C -9.1057 0.6805 -3.4701  O162 1.372, O164 1.228, C165 1.526
164 O -8.0713 0.3607 -4.0502  C163 1.228
165 C -10.0581 1.7916 -3.9019  C163 1.526, F166 1.365, F167 1.364, F168 1.364
166 F -10.4533 2.5818 -2.8620  C165 1.365
167 F -11.2015 1.3004 -4.4611  C165 1.364
168 F -9.5135 2.6317 -4.8278  C165 1.364
169 H -7.9192 0.1230 -0.2696  C160 1.095
170 H -7.0359 -1.3789 -0.6402  C160 1.093
171 H -6.9144 0.0316 -1.7091  C160 1.094
172 H -9.4359 -1.6401 -1.2060  C161 1.095
173 H -8.4837 -1.7041 -2.6878  C161 1.096